3 unconnected molecules or ions with the total composition C32H39F9N7O13S2 in a non-equilibrium geometry, computed with ωB97M-V/def2-TZVPD.

```
! RIJCOSX wB97M-V def2-TZVPD def2/J DEFGRID3
* xyz -1 1
N 1.5436 -2.1453 -7.3838
C 1.9602 -2.1114 -5.9719
C 0.8134 -1.8098 -5.0037
C 1.2703 -1.9309 -3.5486
C 0.9871 -0.7247 -2.6518
C -0.4795 -0.4401 -2.2395
C -1.7203 -0.8293 -3.0443
N -1.8629 -2.2628 -3.2441
N -2.9126 -0.3701 -2.2185
N -1.7925 -0.1805 -4.3327
C 1.5264 0.5212 -3.4885
O 0.6997 1.4099 -3.7161
O 2.7239 0.4496 -3.8045
N 1.7905 -0.7845 -1.3719
C 2.4718 0.4398 -0.9468
C 1.5045 1.5837 -0.5998
C 2.0352 2.4797 0.5305
C 0.9380 2.7999 1.5491
C -0.2854 3.5246 0.9642
C -1.5452 2.6638 0.7817
C -2.8483 3.4387 1.0513
S -3.8920 3.7307 -0.4082
C -5.1428 2.5787 -0.0974
N -5.7798 2.3450 1.0147
N -6.6512 1.3075 0.7375
C -6.4863 1.0297 -0.5112
O -5.5417 1.7766 -1.1164
S 2.4281 -2.1216 -0.7567
O 2.8296 -1.8682 0.6091
O 3.3497 -2.8210 -1.6001
C 1.0395 -3.3493 -0.4527
F -0.1814 -2.9270 -0.7819
F 1.3274 -4.4414 -1.1913
C 0.9649 -3.8824 1.0163
F 2.1156 -4.4932 1.3192
F -0.0072 -4.8256 0.9599
C 0.5804 -2.9558 2.2370
F -0.1725 -3.7170 3.0671
F 1.6702 -2.5873 2.9069
C -0.2901 -1.6938 2.0073
F -0.5092 -1.1252 3.2020
F -1.4920 -2.0489 1.4869
F 0.2708 -0.8143 1.2092
H 0.9483 -1.3436 -7.5548
H 0.9648 -2.9622 -7.5335
H 2.3885 -3.0815 -5.7251
H 2.7040 -1.3251 -5.8623
H 0.0303 -2.5441 -5.1998
H 0.3982 -0.8400 -5.2564
H 0.9115 -2.8727 -3.1390
H 2.3565 -2.0005 -3.5772
H -0.6422 -0.8847 -1.2651
H -0.5521 0.6323 -2.0788
H -2.4492 -2.6511 -2.5179
H -2.3478 -2.4142 -4.1183
H -2.8126 0.6299 -2.0616
H -2.8368 -0.7836 -1.2918
H -1.5229 0.7926 -4.2355
H -2.7758 -0.1891 -4.5898
H 3.0464 0.2291 -0.0497
H 3.2009 0.7463 -1.6942
H 0.5883 1.1097 -0.2513
H 1.2740 2.1623 -1.4892
H 2.3748 3.4334 0.1371
H 2.8424 1.9953 1.0784
H 1.3638 3.3952 2.3560
H 0.6016 1.8667 2.0081
H -0.0250 3.9621 -0.0002
H -0.5328 4.3541 1.6273
H -1.5239 1.7812 1.4192
H -1.5702 2.2914 -0.2429
H -3.4753 2.9044 1.7584
H -2.6447 4.4154 1.4790
H -7.0087 0.2716 -1.0659
C -4.9547 -5.3008 3.8628
C -5.4147 -5.2976 5.1194
C -5.1009 -4.1860 6.0890
O -5.5872 -4.2808 7.2038
C -4.2569 -3.1004 5.6485
C -3.7875 -3.0977 4.3895
C -4.1206 -4.2009 3.4096
O -3.6696 -4.1051 2.2867
O -3.0106 -2.1500 3.9090
O -6.1820 -6.2516 5.6309
H -5.1776 -6.0919 3.1611
H -4.0262 -2.3156 6.3546
H -2.7738 -2.3776 2.9852
H -6.3622 -5.9788 6.5519
C 5.2175 4.5841 2.9430
C 6.5516 4.6463 3.0436
C 7.4102 5.2827 1.9782
O 8.6110 5.3039 2.1827
C 6.7678 5.8207 0.7986
C 5.4324 5.7544 0.6929
C 4.5719 5.1421 1.7715
O 3.3699 5.1490 1.5881
O 4.7551 6.2137 -0.3447
O 7.2383 4.1689 4.0709
H 4.5947 4.1310 3.7013
H 7.3915 6.2593 0.0330
H 3.8127 6.0280 -0.1656
H 8.1776 4.3522 3.8735
*
```

Its energy above the lowest of the compared OMol25 structures with the same formula, charge and spin is 0.0 kJ/mol. The LUMO energy comes out at -0.1 eV. The value obtained for the HOMO-LUMO gap is 5.46 eV.

Results of the Mulliken charge analysis, in e, for atoms 1 through 4: -0.764, -0.838, -0.909, -2.195